No. 1
Molecular formula: C4H6ClNS
Method: DFT, the ωB97M-V functional and the def2-TZVPD basis

orbital gap: 9.16 eV
net charge: 0
LUMO: 0.8 eV
energy: -1069.05263 hartree

The geometry in XYZ format:
```
13
C4H6ClNS | the Open Molecules 2025 dataset | the ωB97M-V functional and the def2-TZVPD basis
C 0.18 0.37 0.29
C -0.86 0.43 1.08
C -0.06 -1.24 -0.69
C 1.42 1.16 0.10
N -1.49 -1.43 -0.51
S -2.10 -0.94 0.93
Cl -1.40 1.66 2.03
H 0.18 -1.28 -1.76
H 0.54 -1.98 -0.18
H 2.29 0.55 0.39
H 1.47 2.24 0.42
H 1.81 1.35 -0.96
H -1.99 -0.90 -1.15
```

These are the natural (NBO) partial charges, in e, on atoms 1 to 5: atom 1 (C): -0.032, atom 2 (C): -0.295, atom 3 (C): -0.193, atom 4 (C): -0.686, atom 5 (N): -0.760



No. 2
Molecular formula: C4H6CuO2
Method: DFT, the ωB97M-V functional and the def2-TZVPD basis

orbital gap: 5.14 eV
net charge: -1
LUMO: 3.2 eV
energy: -1946.77831 hartree

The geometry in XYZ format:
```
13
C4H6CuO2 | the Open Molecules 2025 dataset | the ωB97M-V functional and the def2-TZVPD basis
O 1.32 -0.25 -2.94
C 1.58 -0.22 -1.53
H 1.83 0.43 -3.36
H 2.65 0.01 -1.44
C 0.67 0.49 -0.71
C 0.85 1.60 0.07
C 0.02 1.81 1.32
O 0.48 1.11 2.44
Cu 1.37 -0.55 1.34
H 1.88 2.03 0.11
H -0.08 -0.37 -1.24
H -1.04 1.52 1.07
H -0.04 2.91 1.53
```

These are the natural (NBO) partial charges, in e, on atoms 1 to 5: atom 1 (O): -0.781, atom 2 (C): -0.267, atom 3 (H): 0.450, atom 4 (H): 0.094, atom 5 (C): -0.370



No. 3
Molecular formula: C4H6CuO2
Method: DFT, the ωB97M-V functional and the def2-TZVPD basis

expectation value of S²: 2.02
orbital gap (spin up / spin down): 8.34 / 7.15 eV
net charge: +1
LUMO (spin up / spin down): -5.4 / -7.3 eV
multiplicity: 3
energy: -1946.49493 hartree

The geometry in XYZ format:
```
13
C4H6CuO2 | the Open Molecules 2025 dataset | the ωB97M-V functional and the def2-TZVPD basis
O -2.92 0.83 0.37
C -1.91 0.13 -0.09
C -0.59 0.29 0.27
C 0.44 -0.74 0.11
C 1.91 -0.41 -0.18
O 2.22 0.94 -0.04
Cu 0.68 1.90 -0.36
H -2.67 1.73 0.62
H -2.19 -0.54 -0.91
H 0.08 -1.62 -0.45
H 0.29 -0.71 1.33
H 2.15 -0.78 -1.19
H 2.52 -1.01 0.52
```

These are the natural (NBO) partial charges, in e, on atoms 1 to 5: atom 1 (O): -0.570, atom 2 (C): 0.244, atom 3 (C): -0.317, atom 4 (C): -0.481, atom 5 (C): -0.111



No. 4
Molecular formula: C4H6CuO2
Method: DFT, the ωB97M-V functional and the def2-TZVPD basis

expectation value of S²: 0.76
orbital gap (spin up / spin down): 9.46 / 7.57 eV
net charge: +2
LUMO (spin up / spin down): -10.6 / -12.9 eV
multiplicity: 2
energy: -1946.12612 hartree

The geometry in XYZ format:
```
13
C4H6CuO2 | the Open Molecules 2025 dataset | the ωB97M-V functional and the def2-TZVPD basis
H 0.68 -0.49 1.35
O 2.60 0.66 0.10
C 1.33 0.73 0.27
C 0.63 -0.54 0.15
C -0.81 -0.88 -0.18
C -1.89 0.12 0.02
O -1.72 1.33 0.13
Cu -0.10 2.22 -0.33
H 2.96 1.40 -0.42
H 1.28 -1.28 -0.33
H -1.11 -1.77 0.39
H -0.92 -1.21 -1.23
H -2.93 -0.27 0.06
```

These are the natural (NBO) partial charges, in e, on atoms 1 to 5: atom 1 (H): 0.346, atom 2 (O): -0.536, atom 3 (C): 0.394, atom 4 (C): -0.549, atom 5 (C): -0.552



No. 5
Molecular formula: C4H6EuO3
Method: DFT, the ωB97M-V functional and the def2-TZVPD basis

expectation value of S²: 15.76
orbital gap (spin up / spin down): 9.97 / 10.68 eV
net charge: +2
LUMO (spin up / spin down): -8.8 / -8.6 eV
multiplicity: 8
energy: -1091.41765 hartree

The geometry in XYZ format:
```
14
C4H6EuO3 | the Open Molecules 2025 dataset | the ωB97M-V functional and the def2-TZVPD basis
O -0.17 0.60 -0.62
C -0.61 0.70 0.62
C 0.31 0.98 1.74
H -0.25 1.45 2.56
H 0.79 0.05 2.07
H 1.12 1.64 1.41
C -1.85 -2.20 -1.53
O -0.96 -2.91 -1.58
Eu -2.59 0.46 -1.57
O -1.68 0.06 0.71
C 1.20 -0.16 -0.90
H 1.50 -0.89 -0.15
H 1.26 -0.45 -1.95
H 1.92 0.66 -0.81
```

These are the natural (NBO) partial charges, in e, on atoms 1 to 5: atom 1 (O): -0.651, atom 2 (C): 0.844, atom 3 (C): -0.759, atom 4 (H): 0.299, atom 5 (H): 0.302



No. 6
Molecular formula: C4H6F2
Method: DFT, the ωB97M-V functional and the def2-TZVPD basis

orbital gap: 10.77 eV
net charge: 0
LUMO: 1.0 eV
energy: -355.67289 hartree

The geometry in XYZ format:
```
12
C4H6F2 | the Open Molecules 2025 dataset | the ωB97M-V functional and the def2-TZVPD basis
F -0.36 2.07 -0.43
C -0.08 1.10 -1.28
C 0.19 -0.14 -1.09
C 0.41 -0.83 0.14
C -0.25 -0.15 1.36
F 0.21 -0.59 2.49
H -0.43 1.54 -2.20
H 0.20 -0.68 -2.11
H 1.45 -0.86 0.42
H 0.26 -1.99 0.14
H -1.36 -0.37 1.32
H -0.23 0.90 1.25
```

These are the natural (NBO) partial charges, in e, on atoms 1 to 5: atom 1 (F): -0.337, atom 2 (C): 0.227, atom 3 (C): -0.294, atom 4 (C): -0.491, atom 5 (C): 0.071



The lowest net charge belongs to which entry? number 2